a:
Formula: C8H8N2S
Source: the OMol25 dataset
Level of theory: ωB97M-V/def2-TZVPD

Geometry (Å):
C1 -2.3714 0.3183 -2.0430
C2 -1.4728 -0.4478 -2.7426
S1 -0.3299 -1.0972 -1.6685
C3 -1.1276 -0.3725 -0.3398
C4 -0.6076 -0.6496 1.0916
C5 0.6732 0.0501 1.3899
C6 1.5099 -0.0414 2.5514
N1 2.4967 0.7824 2.3817
C7 2.4379 1.3711 1.1284
N2 1.2613 1.0138 0.5324
C8 -2.2456 0.3306 -0.6399
H1 -3.3603 0.8696 -2.6464
H2 -1.2068 -0.6063 -3.7741
H3 -0.5942 -1.6147 1.3589
H4 -1.6776 -0.3980 1.7695
H5 1.4991 -0.6319 3.4986
H6 3.4876 0.8315 3.0672
H7 3.0303 2.2231 0.6355
H8 -2.9825 0.9546 0.0123

b:
Formula: C8H8N2S
Source: the OMol25 dataset
Level of theory: ωB97M-V/def2-TZVPD

Geometry (Å):
C1 -0.2548 -0.1432 -0.2630
C2 -1.2298 -0.2585 -1.1626
C3 -0.3580 0.6332 0.9108
C4 -1.5119 1.3203 1.3185
C5 0.1869 1.7435 2.7578
C6 0.9489 -0.9525 -0.7139
C7 -0.8936 -0.9913 -2.3904
C8 0.4989 -1.5933 -2.0509
N1 0.6542 0.8995 1.8095
N2 -1.1229 1.9740 2.4387
S1 1.0359 2.3905 4.0267
H1 1.8115 -0.2961 -0.8503
H2 1.2071 -1.7115 0.0267
H3 -1.6292 -1.7601 -2.6305
H4 -0.8459 -0.3048 -3.2396
H5 1.2158 -1.3944 -2.8449
H6 0.4087 -2.6724 -1.9377
H7 1.6005 0.5532 1.8012
H8 -1.7222 2.5639 2.9940

Q: Which of them is the least stable? A: b.

a:
Formula: C8H8N2S
Source: the OMol25 dataset
Level of theory: ωB97M-V/def2-TZVPD

Geometry (Å):
S1 -3.7555 0.4688 0.2336
C1 -2.4886 -0.7148 -0.3456
C2 -0.9877 -0.4261 -0.1630
N1 -0.0894 -1.4309 -0.0580
C3 1.1586 -0.8024 -0.0627
C4 2.4945 -1.3196 0.2041
C5 3.5405 -0.3851 0.3011
C6 3.2929 1.0218 0.1098
C7 2.0038 1.5401 -0.1304
C8 1.0142 0.5617 -0.2889
N2 -0.3932 0.7570 -0.2106
H1 -3.8294 0.2420 1.5947
H2 -2.6047 -1.0049 -1.5278
H3 -2.6739 -1.6868 0.1657
H4 2.6292 -2.4594 0.2790
H5 4.5721 -0.7414 0.1174
H6 4.0973 1.8027 0.1850
H7 1.9858 2.6232 -0.1355
H8 -0.8789 1.5874 -0.2825

b:
Formula: C8H8N2S
Source: the OMol25 dataset
Level of theory: ωB97M-V/def2-TZVPD

Geometry (Å):
H1 -2.0041 0.2957 -2.0715
N1 -1.1993 -0.3092 -2.0471
C1 -1.0272 -0.7327 -0.8569
N2 0.1320 -1.3920 -0.5273
C2 0.0773 -1.7657 0.8051
C3 -1.1689 -1.4756 1.3140
C4 -1.8205 -0.6734 0.3558
C5 -2.9114 0.0677 0.4987
S1 -4.0259 1.1536 0.5440
H2 0.8411 -1.1862 -1.2153
H3 0.8815 -2.3645 1.1139
H4 -1.2211 -1.5034 2.3416
C6 1.4250 1.4863 1.5749
C7 1.7499 1.3633 0.4389
C8 2.2770 1.4039 -0.9385
H5 0.9442 1.5668 2.5142
H6 2.7089 0.4594 -1.0543
H7 2.9118 2.1969 -1.2683
H8 1.4296 1.4093 -1.5220

Q: Which of them is the least stable? A: b.

a:
Formula: C4H12I2N2
Source: the OMol25 dataset
Level of theory: ωB97M-V/def2-TZVPD

Geometry (Å):
C1 1.3285 1.0370 -0.4188
C2 2.6298 0.8816 0.3632
C3 0.3586 -0.0706 -0.2569
C4 -3.0474 -1.4468 0.1190
N1 3.3787 2.1099 0.1486
N2 -4.0786 -2.4547 -0.3660
I1 0.7251 -1.9415 0.7020
I2 -3.4319 0.5133 -0.0943
H1 0.7513 1.8417 0.0726
H2 1.6855 1.2882 -1.4072
H3 3.1122 -0.0528 0.0400
H4 2.3467 0.7548 1.3883
H5 -0.5363 0.1150 -0.6964
H6 -2.6517 -1.7467 1.0483
H7 4.4109 2.0310 0.3930
H8 3.0090 2.6528 1.0025
H9 3.1712 2.6930 -0.7127
H10 -4.6468 -2.1204 -1.2856
H11 -3.7098 -3.4209 -0.3794
H12 -4.8049 -2.6641 0.3397

Summary:
net charge = +2

b:
Formula: C4H12I2N2
Source: the OMol25 dataset
Level of theory: ωB97M-V/def2-TZVPD

Geometry (Å):
C1 0.1564 -0.7691 -0.0527
C2 1.5348 -1.4121 0.0212
C3 0.3034 0.7866 -0.3182
C4 -1.7053 1.4660 -0.2917
N1 1.4703 -2.9394 0.0601
N2 -1.6299 2.8020 0.3334
I1 1.4453 2.0061 0.8404
I2 -3.3274 0.3581 0.5985
H1 -0.3316 -1.0897 -0.9807
H2 -0.5340 -0.8586 0.7578
H3 1.9979 -1.1485 0.9772
H4 2.1936 -1.0821 -0.8944
H5 0.4466 0.9720 -1.3396
H6 -1.7292 1.4273 -1.3352
H7 0.8126 -3.3409 0.6497
H8 2.4343 -3.2377 0.3100
H9 1.2476 -3.3412 -0.9093
H10 -2.1754 3.6664 -0.1349
H11 -1.9911 2.6958 1.2958
H12 -0.6189 3.0391 0.4126

Summary:
net charge = +2

Q: Which of them is the least stable? A: a.

a:
Formula: C3H14O3S2
Source: the OMol25 dataset
Level of theory: ωB97M-V/def2-TZVPD

Geometry (Å):
C1 -1.9413 1.8995 -0.4156
C2 -1.8852 0.4253 -0.0585
S1 -0.2374 -0.2033 0.3141
S2 -0.0171 -1.8313 -0.9345
C3 1.7376 -1.4360 -1.3562
H1 -1.1747 2.0964 -1.1812
H2 -2.8403 2.3888 -0.7970
H3 -1.5135 2.5258 0.3809
H4 -2.2952 -0.2977 -0.7703
H5 -2.4464 0.2181 0.8637
H6 1.7629 -0.9605 -2.3431
H7 2.1680 -2.4245 -1.4498
H8 2.2715 -0.7207 -0.7324
O1 2.1157 1.7777 1.3880
H9 1.3478 1.4576 0.9064
H10 1.9263 2.5333 1.9759
O2 4.7570 1.9124 0.1985
H11 5.0642 1.0894 0.5919
H12 3.8180 1.9177 0.4225
O3 -4.6686 -1.0276 1.0291
H13 -3.8032 -1.0267 1.4572
H14 -4.8809 -1.9652 1.1157

b:
Formula: C3H14O3S2
Source: the OMol25 dataset
Level of theory: ωB97M-V/def2-TZVPD

Geometry (Å):
C1 1.2292 1.6488 0.6849
C2 0.0368 1.3737 -0.2237
S1 0.1473 -0.2396 -1.0529
S2 -0.1153 -1.4570 0.6009
C3 1.3377 -2.4915 0.5078
H1 1.4803 0.7374 1.2274
H2 2.1087 1.9341 0.1129
H3 1.0325 2.4158 1.4373
H4 -0.0206 2.1524 -0.9783
H5 -0.8734 1.3732 0.3577
H6 2.2737 -1.9511 0.4297
H7 1.2623 -3.2706 -0.2498
H8 1.3577 -3.0123 1.4705
O1 -4.6629 0.5681 -1.9965
H9 -5.4045 0.5001 -2.6142
H10 -3.8815 0.6766 -2.5495
O2 -1.7589 1.6884 2.7274
H11 -1.5528 0.7559 2.8977
H12 -0.9844 2.1366 3.0854
O3 3.8097 0.0514 -0.8415
H13 4.1795 0.3098 -1.7057
H14 4.3389 -0.7423 -0.6838

c:
Formula: C3H14O3S2
Source: the OMol25 dataset
Level of theory: ωB97M-V/def2-TZVPD

Geometry (Å):
C1 -1.1974 0.7158 0.9452
C2 -1.2335 1.7773 2.0232
S1 0.4967 2.2383 2.4326
S2 1.0748 0.2436 3.1013
C3 1.7159 -0.4788 1.6653
H1 -1.2063 -0.3249 1.3128
H2 -2.0834 0.8720 0.1726
H3 -0.1584 0.6655 0.3581
H4 -1.7251 1.4713 3.0874
H5 -1.8832 2.6383 1.6335
H6 1.9726 -0.0802 0.5869
H7 0.7771 -1.0932 1.4764
H8 2.7043 -0.9892 1.9809
O1 1.7012 1.7610 -1.4518
H9 1.2726 2.0449 -0.5850
H10 2.6999 1.8593 -1.1371
O2 -0.4768 -0.6508 -2.1285
H11 0.1898 -1.0823 -2.7390
H12 -0.0151 0.1495 -1.7938
O3 -1.2376 -3.9525 -3.9123
H13 -1.7326 -4.6028 -3.4262
H14 -1.6557 -3.1819 -3.6024

Q: Which of them is the least stable? A: c.

a:
Formula: C2H3NOS2
Source: the OMol25 dataset
Level of theory: ωB97M-V/def2-TZVPD

Geometry (Å):
C1 -0.9904 0.1256 0.0389
C2 0.0174 -0.5141 0.7552
N1 -0.1869 0.9005 -0.7602
O1 2.1193 -0.1439 -0.5819
S1 -2.6555 0.0955 -0.0269
S2 1.3268 0.7135 0.2350
H1 -0.1436 -0.6352 1.8274
H2 0.3526 -1.4125 0.2015
H3 0.1602 0.8707 -1.6890

b:
Formula: C2H3NOS2
Source: the OMol25 dataset
Level of theory: ωB97M-V/def2-TZVPD

Geometry (Å):
O1 -1.0159 1.7689 -0.3609
C1 -0.4473 0.7676 -0.2527
C2 -1.2701 -0.4204 0.2881
S1 -2.4606 -1.0823 -0.5136
N1 0.9505 0.4514 -0.3554
S2 1.7984 -0.9595 -0.4237
H1 -1.0809 -0.5427 1.6001
H2 1.4166 1.3789 -0.8236
H3 2.1092 -1.3620 0.8417

c:
Formula: C2H3NOS2
Source: the OMol25 dataset
Level of theory: ωB97M-V/def2-TZVPD

Geometry (Å):
C1 1.4954 -0.0239 -0.5298
C2 -0.7568 -0.5577 0.5788
N1 0.6915 0.0850 -1.4381
O1 0.4824 -0.8252 0.8630
S1 -0.8870 -0.1967 -1.5447
S2 -1.4261 0.9862 1.2693
H1 2.5377 0.1411 -0.1667
H2 -1.4548 -1.3047 0.5370
H3 -0.6822 1.6959 0.4313

Q: Which of them is the least stable? A: c.

a:
Formula: C2H3NOS2
Source: the OMol25 dataset
Level of theory: ωB97M-V/def2-TZVPD

Geometry (Å):
C1 1.3435 0.1565 -1.8940
N1 1.8329 0.7487 -1.0014
S1 2.3840 1.6630 0.0928
H1 0.7330 -0.4106 -2.4949
O1 -1.6795 0.8797 0.0560
C2 -1.3738 0.1735 0.9270
S2 -0.6657 -1.4501 0.5434
H2 -1.4830 0.1729 2.0523
H3 -1.0915 -1.9336 1.7188

b:
Formula: C2H3NOS2
Source: the OMol25 dataset
Level of theory: ωB97M-V/def2-TZVPD

Geometry (Å):
O1 2.3671 0.4611 -0.8775
N1 1.3826 -0.0264 -1.6972
C1 0.3097 -0.4387 -0.9824
S1 0.0088 -0.8323 0.8183
C2 -1.5373 0.0290 1.1936
S2 -2.0800 0.2528 2.6880
H1 2.0676 0.7777 0.0662
H2 -0.4796 -0.7825 -1.6240
H3 -2.0389 0.5590 0.4150

c:
Formula: C2H3NOS2
Source: the OMol25 dataset
Level of theory: ωB97M-V/def2-TZVPD

Geometry (Å):
C1 -2.1197 -0.9361 -0.0799
N1 -3.0389 -0.2156 0.0057
S1 -4.3145 0.6369 0.0061
H1 -1.1907 -1.4052 0.0449
O1 1.6421 -0.8547 0.4311
C2 2.0900 -0.0686 -0.3500
S2 2.4844 1.5931 0.0255
H2 2.3089 -0.2951 -1.4001
H3 2.1385 1.5454 1.3169

d:
Formula: C2H3NOS2
Source: the OMol25 dataset
Level of theory: ωB97M-V/def2-TZVPD

Geometry (Å):
C1 -0.8948 -1.4428 -0.1038
C2 -0.0272 1.0597 0.0194
N1 0.2425 -1.8061 0.0501
O1 2.5886 0.5574 0.2434
S1 -1.5290 0.2105 -0.5688
S2 1.5128 0.2996 -0.7023
H1 -1.6398 -2.0414 0.3280
H2 -0.3773 2.0998 -0.2914
H3 0.1242 1.0632 1.0254

Q: Which of them is the least stable? A: d.